Below is a molecular structure, C19H25N3SSiTb at a distorted geometry, with properties calculated with ωB97M-V/def2-TZVPD.

Cartesian coordinates (Å):
C 0.703 2.256 3.821
C 1.080 2.605 2.497
C -0.052 2.406 1.646
H 2.038 3.042 2.208
C -1.132 1.927 2.450
C -0.670 1.867 3.802
H -1.322 1.766 4.681
H 1.308 2.406 4.725
H -0.097 2.569 0.572
H -2.150 1.732 2.119
Tb 0.494 0.097 2.172
C -2.063 -2.894 -0.971
H -3.130 -2.834 -1.293
H -1.673 -2.257 -0.150
H 0.312 0.170 0.174
Si 0.307 -0.207 -1.365
C 1.555 -0.883 -2.565
C 2.401 0.250 -2.623
H 2.155 1.178 -2.079
C 3.542 0.199 -3.417
H 4.119 1.112 -3.518
C 3.854 -0.963 -4.133
H 4.711 -0.948 -4.804
C 3.049 -2.100 -4.034
H 3.274 -2.979 -4.640
C 1.888 -2.082 -3.250
H 1.259 -2.973 -3.212
C -1.062 0.513 -2.537
C -0.933 0.816 -3.929
H -0.076 0.459 -4.517
C -1.894 1.616 -4.588
H -1.755 1.928 -5.633
C -3.080 1.983 -3.941
H -3.848 2.550 -4.485
C -3.274 1.623 -2.596
H -4.203 1.939 -2.098
C -2.301 0.856 -1.919
H -2.488 0.537 -0.882
H -1.664 -3.913 -0.902
H -1.632 -2.491 -1.821
N -0.739 -1.415 3.575
N -0.241 -0.664 4.781
C 1.011 -1.086 5.229
N 1.085 -1.287 6.572
S 2.340 -0.953 4.177
H -1.769 -1.407 3.572
H -0.413 -2.391 3.620
H -0.976 -0.507 5.480
H 1.927 -1.732 6.930
H 0.227 -1.436 7.103

Values from the calculation:
HOMO energy (alpha / beta)   -9.51 / -8.88 eV
Gap between HOMO and LUMO (alpha / beta)   6.27 / 5.61 eV
Multiplicity   7
Net charge   +1
Molar mass   514.51 g mol⁻¹
⟨S²⟩   13.03
Lowest unoccupied orbital energy (alpha / beta)   -0.119 / -0.120 hartree



Below is C19H25N5O3 in the gas phase at a distorted geometry, with properties calculated with ωB97M-V/def2-TZVPD.

Cartesian coordinates (Å):
C 1.837 -2.091 1.359
C 1.870 -0.630 0.911
C 3.275 -0.266 0.354
O 3.346 1.118 0.103
C 3.542 -1.024 -0.920
C 4.432 -2.088 -0.948
C 4.648 -2.791 -2.120
C 3.980 -2.432 -3.278
C 3.096 -1.366 -3.258
C 2.876 -0.667 -2.086
N 1.532 0.360 1.933
C 1.966 0.072 3.282
C 0.223 0.943 1.829
C -0.965 -0.006 2.133
N -2.205 0.623 1.782
C -3.110 1.216 2.580
N -4.120 1.752 1.927
C -3.856 1.501 0.626
C -2.664 0.801 0.496
C -2.139 0.398 -0.772
O -1.100 -0.206 -0.973
N -2.981 0.795 -1.811
C -2.580 0.453 -3.166
C -4.180 1.492 -1.716
O -4.817 1.772 -2.708
N -4.606 1.846 -0.453
C -5.840 2.579 -0.279
H 1.992 -2.727 0.492
H 2.622 -2.300 2.082
H 0.878 -2.346 1.804
H 1.156 -0.501 0.091
H 4.036 -0.539 1.106
H 2.828 1.542 0.804
H 4.960 -2.369 -0.047
H 5.342 -3.619 -2.131
H 4.150 -2.979 -4.194
H 2.575 -1.079 -4.160
H 2.194 0.168 -2.067
H 3.025 -0.180 3.268
H 1.840 0.970 3.888
H 1.419 -0.750 3.762
H 0.172 1.802 2.507
H 0.098 1.307 0.805
H -0.856 -0.906 1.523
H -0.991 -0.272 3.192
H -3.020 1.239 3.648
H -1.644 -0.096 -3.104
H -3.351 -0.159 -3.635
H -2.452 1.361 -3.754
H -5.630 3.569 0.125
H -6.317 2.664 -1.253
H -6.484 2.044 0.418

Values from the calculation:
Energy relative to the best compared isomer or geometry (same formula, charge and spin)   11.50 kcal per mole
HOMO energy   -8.44 eV
SMILES string   C[C@H]([C@H](O)c1ccccc1)N(C)CCn1cnc2c1c(=O)n(C)c(=O)n2C
Gap between HOMO and LUMO   9.00 eV
Multiplicity   1
Molar mass   371.44 g mol⁻¹
Lowest unoccupied orbital energy   0.020 hartree



Below is C19H25N5O3 in the gas phase at a distorted geometry, with properties calculated with ωB97M-V/def2-TZVPD.

Cartesian coordinates (Å):
C -3.740 -2.950 -0.160
C -3.025 -1.626 0.148
C -3.761 -0.467 -0.574
O -3.861 -0.743 -1.958
C -3.107 0.867 -0.302
C -3.525 1.641 0.773
C -2.969 2.889 0.997
C -1.992 3.377 0.146
C -1.562 2.605 -0.918
C -2.115 1.357 -1.141
N -1.597 -1.631 -0.127
C -1.226 -2.103 -1.449
C -0.814 -2.266 0.918
C -0.374 -1.262 1.994
N 0.389 -0.182 1.431
C 0.060 1.119 1.435
N 0.937 1.890 0.829
C 1.891 1.039 0.397
C 1.586 -0.268 0.755
C 2.464 -1.359 0.461
O 2.308 -2.531 0.755
N 3.594 -0.925 -0.239
C 4.578 -1.930 -0.610
C 3.915 0.369 -0.627
O 4.937 0.606 -1.233
N 3.022 1.361 -0.286
C 3.287 2.735 -0.647
H -3.811 -3.092 -1.233
H -3.196 -3.786 0.275
H -4.744 -2.935 0.257
H -3.126 -1.411 1.219
H -4.780 -0.445 -0.147
H -4.243 0.028 -2.391
H -4.298 1.268 1.432
H -3.308 3.485 1.833
H -1.563 4.353 0.316
H -0.795 2.978 -1.579
H -1.784 0.755 -1.973
H -0.216 -1.753 -1.670
H -1.239 -3.198 -1.534
H -1.913 -1.691 -2.179
H -1.356 -3.078 1.423
H 0.087 -2.696 0.480
H -1.239 -0.822 2.494
H 0.241 -1.793 2.727
H -0.833 1.491 1.895
H 4.697 -1.946 -1.693
H 5.540 -1.691 -0.158
H 4.218 -2.892 -0.252
H 4.295 2.786 -1.052
H 2.567 3.069 -1.396
H 3.193 3.364 0.237

Values from the calculation:
Energy relative to the best compared isomer or geometry (same formula, charge and spin)   11.52 kcal per mole
HOMO energy   -8.31 eV
SMILES string   C[C@H]([C@H](O)c1ccccc1)N(C)CCn1cnc2c1c(=O)n(C)c(=O)n2C
Gap between HOMO and LUMO   8.91 eV
Multiplicity   1
Molar mass   371.44 g mol⁻¹
Lowest unoccupied orbital energy   0.022 hartree



Below is C19H25NO4 in the gas phase at a distorted geometry, with properties calculated with ωB97M-V/def2-TZVPD.

Cartesian coordinates (Å):
C -2.002 -3.681 2.398
C -0.769 -3.192 1.660
C -0.290 -4.263 0.705
C -0.114 -4.098 -0.653
C -0.285 -2.771 -1.314
C -0.637 -2.944 -2.820
C -2.064 -3.425 -3.038
C -3.048 -2.562 -2.302
C -2.732 -2.515 -0.800
C -1.332 -1.947 -0.567
C -1.007 -1.819 0.946
C 0.142 -0.856 1.077
C -0.102 0.516 1.110
C 1.004 1.429 1.215
N 0.745 2.780 1.266
C 0.083 3.437 0.122
C 1.050 3.800 -1.037
O 1.982 4.762 -0.579
C 2.257 0.919 1.372
C 3.479 1.718 1.452
O 3.394 2.949 1.589
C 2.483 -0.561 1.370
O 3.637 -0.990 1.571
O 1.395 -1.377 1.190
H -1.823 -4.678 2.844
H -2.860 -3.725 1.728
H -2.228 -3.013 3.224
H 0.014 -3.085 2.426
H -0.102 -5.283 1.062
H 0.151 -4.961 -1.262
H 0.652 -2.228 -1.292
H 0.079 -3.615 -3.299
H -0.543 -1.947 -3.281
H -2.316 -3.519 -4.110
H -2.025 -4.467 -2.569
H -3.009 -1.556 -2.730
H -4.064 -2.963 -2.351
H -2.823 -3.531 -0.396
H -3.473 -1.854 -0.298
H -1.276 -0.957 -0.969
H -1.870 -1.354 1.411
H -1.118 0.916 1.067
H 1.567 3.301 1.647
H -0.699 2.776 -0.325
H -0.335 4.389 0.481
H 1.570 2.919 -1.420
H 0.470 4.247 -1.847
H 2.627 4.336 0.016
H 4.457 1.273 1.567

Values from the calculation:
Energy relative to the best compared isomer or geometry (same formula, charge and spin)   52.26 kcal per mole
HOMO energy   -8.93 eV
SMILES string   C[C@H]1C=C[C@H]2CCCC[C@H]2[C@@H]1c1cc(NCCO)c(C=O)c(=O)o1
Gap between HOMO and LUMO   8.58 eV
Multiplicity   1
Molar mass   331.41 g mol⁻¹
Lowest unoccupied orbital energy   -0.013 hartree



Below is 2 unconnected molecules or ions with the total composition C19H25NO4 at a distorted geometry, with properties calculated with ωB97M-V/def2-TZVPD.

Cartesian coordinates (Å):
O 2.711 0.478 0.411
C 2.004 1.029 -0.458
O 2.317 2.211 -1.172
C 2.970 3.206 -0.339
C 2.064 4.559 -0.436
C 0.613 4.120 0.144
C 0.513 3.940 1.681
C -0.843 3.478 2.303
C -2.031 3.245 1.337
C -1.914 3.428 -0.217
C -0.560 3.892 -0.855
C -3.184 3.116 -1.118
O -3.352 3.695 -2.217
C -4.191 1.990 -0.545
C -4.316 1.837 0.861
C -3.469 2.777 1.867
O -3.937 3.127 2.975
H 1.019 0.502 -0.757
H 3.017 2.949 0.770
H 4.018 3.386 -0.793
H 2.530 5.416 0.167
H 1.931 4.880 -1.529
H 1.432 4.105 2.346
H -0.905 3.343 3.429
H -0.455 4.054 -1.987
H -4.729 1.345 -1.317
H -5.004 1.031 1.289
C 1.903 -2.591 1.524
C 1.706 -3.678 0.473
N 0.332 -4.159 0.369
C 0.206 -5.367 -0.445
C 0.550 -5.265 -1.929
C -0.687 -3.141 0.132
C -0.551 -2.277 -1.120
H 1.566 -2.928 2.508
H 2.964 -2.340 1.601
H 1.371 -1.673 1.267
H 2.350 -4.517 0.759
H 2.083 -3.308 -0.489
H -0.811 -5.764 -0.345
H 0.849 -6.137 -0.001
H -0.237 -4.763 -2.493
H 0.650 -6.269 -2.353
H 1.495 -4.745 -2.105
H -0.717 -2.477 1.002
H -1.677 -3.615 0.128
H 0.475 -1.941 -1.290
H -1.173 -1.382 -1.019
H -0.896 -2.801 -2.013

Values from the calculation:
Energy relative to the best compared isomer or geometry (same formula, charge and spin)   195.00 kcal per mole
HOMO energy   -8.12 eV
SMILES string   O=COCCc1ccc2c(c1)C(=O)C=CC2=O.CCN(CC)CC
Gap between HOMO and LUMO   6.77 eV
Multiplicity   1
Molar mass   331.41 g mol⁻¹
Lowest unoccupied orbital energy   -0.050 hartree



Below is a molecular structure, C19H25NO4SiSr at a distorted geometry, with properties calculated with ωB97M-V/def2-TZVPD.

Cartesian coordinates (Å):
Sr 0.443 -1.181 -0.083
C 4.206 -2.625 1.479
C 3.469 -1.303 1.335
C 4.404 -0.126 1.554
O 2.909 -1.218 -0.023
C 2.315 -1.257 2.383
O 2.666 -1.266 3.546
O 1.114 -1.229 1.925
H 5.087 -2.652 0.832
H 3.554 -3.462 1.223
H 4.525 -2.740 2.513
H 5.292 -0.213 0.921
H 4.714 -0.114 2.597
H 3.906 0.815 1.324
H 3.664 -1.204 -0.622
C -1.886 -3.707 -0.483
Si -3.001 -2.184 -0.410
C -4.169 -2.264 -1.876
C -3.981 -2.312 1.186
N -1.921 -0.857 -0.461
C -2.286 0.457 -0.322
C -3.609 0.928 -0.180
C -3.917 2.263 0.016
C -2.916 3.220 0.078
C -1.598 2.813 -0.082
C -1.312 1.483 -0.301
O 0.044 1.056 -0.469
C 0.958 2.029 -0.861
C 1.921 2.425 0.047
C 2.868 3.365 -0.340
C 2.831 3.903 -1.618
C 1.846 3.502 -2.513
C 0.901 2.560 -2.139
H -2.480 -4.622 -0.464
H -1.216 -3.762 0.385
H -1.287 -3.736 -1.399
H -4.789 -3.164 -1.850
H -3.605 -2.268 -2.811
H -4.838 -1.402 -1.901
H -4.537 -3.251 1.241
H -4.696 -1.496 1.295
H -3.304 -2.269 2.043
H -4.414 0.206 -0.216
H -4.953 2.557 0.125
H -3.144 4.263 0.246
H -0.799 3.542 -0.043
H 1.903 2.009 1.046
H 3.626 3.681 0.364
H 3.564 4.640 -1.915
H 1.812 3.925 -3.508
H 0.118 2.241 -2.816

Values from the calculation:
Energy relative to the best compared isomer or geometry (same formula, charge and spin)   7.88 kcal per mole
HOMO energy   -6.99 eV
Gap between HOMO and LUMO   6.59 eV
Multiplicity   1
Molar mass   447.12 g mol⁻¹
Lowest unoccupied orbital energy   -0.015 hartree



Below is C19H25NO6 in the gas phase, with properties calculated with ωB97M-V/def2-TZVPD.

Cartesian coordinates (Å):
C -2.153 -3.908 0.897
C -2.519 -3.392 -0.488
O -2.238 -2.002 -0.616
C -0.958 -1.669 -0.843
O -0.085 -2.491 -1.024
C -0.743 -0.215 -0.905
C 0.516 0.144 -1.292
N 1.132 1.321 -1.436
C 2.572 1.319 -1.587
C 3.303 1.131 -0.243
C 3.105 -0.264 0.281
C 2.119 -0.547 1.216
C 1.897 -1.847 1.636
C 2.662 -2.880 1.127
C 3.654 -2.608 0.201
C 3.873 -1.309 -0.219
C 0.508 2.601 -1.217
C 0.416 3.045 0.237
O 0.652 4.160 0.618
O -0.001 2.057 1.028
C -0.219 2.379 2.396
C -1.858 0.675 -0.546
O -2.195 1.658 -1.177
O -2.471 0.286 0.575
C -3.642 1.004 0.955
C -4.863 0.509 0.193
H -2.449 -4.949 0.991
H -2.659 -3.321 1.660
H -1.079 -3.829 1.043
H -1.960 -3.941 -1.254
H -3.592 -3.482 -0.673
H 1.155 -0.709 -1.501
H 2.857 0.508 -2.263
H 2.875 2.267 -2.037
H 2.931 1.867 0.471
H 4.366 1.320 -0.407
H 1.510 0.252 1.610
H 1.120 -2.051 2.358
H 2.486 -3.896 1.448
H 4.256 -3.411 -0.199
H 4.646 -1.102 -0.946
H 1.049 3.375 -1.767
H -0.529 2.561 -1.581
H -0.846 3.269 2.478
H 0.732 2.573 2.897
H -0.714 1.516 2.832
H -3.749 0.826 2.027
H -3.485 2.072 0.767
H -4.974 -0.564 0.327
H -4.746 0.719 -0.867
H -5.754 1.013 0.558

Values from the calculation:
Energy relative to the best compared isomer or geometry (same formula, charge and spin)   0.59 kcal per mole
HOMO energy   -8.28 eV
SMILES string   CCOC(=O)C(=CN(CCc1ccccc1)CC(=O)OC)C(=O)OCC
Gap between HOMO and LUMO   9.02 eV
Multiplicity   1
Molar mass   363.41 g mol⁻¹
Lowest unoccupied orbital energy   0.027 hartree



Below is a molecular structure, C19H26Br24N2O4S at a distorted geometry, with properties calculated with ωB97M-V/def2-TZVPD.

Cartesian coordinates (Å):
C 1.745 2.134 1.234
C 1.212 1.758 -0.304
O -0.202 2.161 -0.347
C -1.041 1.094 -0.988
C -1.424 0.019 0.193
C -2.222 -1.317 -0.317
C -3.036 -0.897 -1.716
N -3.497 -0.444 -2.864
C -3.424 -1.686 0.774
C -4.694 -0.673 0.377
N -5.687 0.076 -0.054
C -1.276 -2.592 -0.719
C -0.018 -2.880 0.290
C 1.361 -2.630 -0.623
S 2.791 -3.738 -0.140
O 3.187 -3.645 1.354
O 2.537 -5.214 -0.614
O 4.163 -3.157 -1.039
H 2.684 1.511 1.554
H 1.927 3.310 1.289
H 0.815 1.939 1.951
H 1.912 2.360 -1.039
H 1.264 0.613 -0.540
H -2.015 1.675 -1.361
H -0.449 0.598 -1.894
H -2.173 0.593 0.926
H -0.458 -0.180 0.821
H -3.846 -2.782 0.614
H -3.136 -1.448 1.883
H -1.975 -3.558 -0.660
H -0.990 -2.474 -1.848
H -0.022 -2.265 1.286
H 0.037 -4.034 0.593
H 1.162 -2.821 -1.784
H 1.747 -1.513 -0.539
H 4.004 -2.161 -1.150
C 5.212 1.642 -2.388
Br 4.505 -0.075 -1.809
Br 7.061 1.501 -2.977
Br 4.084 2.470 -3.739
H 5.204 2.302 -1.515
C -3.279 -5.749 -2.898
Br -3.660 -3.845 -2.798
Br -1.656 -6.111 -3.908
Br -3.232 -6.571 -1.135
H -4.106 -6.213 -3.445
C -0.810 0.672 5.192
Br -0.565 2.502 5.803
Br -2.344 0.502 4.008
Br 0.809 -0.045 4.386
H -1.022 0.065 6.079
C 7.308 3.739 1.057
Br 8.214 5.154 0.077
Br 5.474 3.500 0.455
Br 8.309 2.071 1.010
H 7.262 4.054 2.105
C 1.106 -3.677 -5.673
Br 0.032 -2.358 -4.731
Br 1.877 -4.986 -4.457
Br 0.111 -4.526 -7.113
H 1.941 -3.139 -6.135
C 0.740 5.982 7.720
Br 1.615 5.669 6.011
Br -1.197 5.872 7.572
Br 1.427 4.808 9.110
H 0.980 7.007 8.019
C 0.011 3.091 -4.661
Br 0.310 1.172 -4.766
Br -0.272 3.680 -2.829
Br 1.432 4.094 -5.533
H -0.913 3.301 -5.211
C -8.566 0.887 2.798
Br -10.274 1.803 2.633
Br -7.101 2.133 3.088
Br -8.616 -0.500 4.161
H -8.377 0.388 1.841

Values from the calculation:
HOMO energy   -10.00 eV
Gap between HOMO and LUMO   9.38 eV
Multiplicity   1
Molar mass   2296.19 g mol⁻¹
Lowest unoccupied orbital energy   -0.023 hartree